(1)
54
Properties=species:S:1:pos:R:3 method="wB97M-V/def2-TZVPD" charge=-1 lumo_ev=2.1 e_homo_ev=-5.520 total_energy_ha=-2744.33150
Ca 0.90862 0.22485 -0.22032
O 2.83571 -0.56057 3.11587
C 2.64317 -0.81540 1.93324
O 2.82480 -0.03192 0.93206
C 2.15905 -2.25232 1.59553
C 2.36103 -2.62885 0.12331
C 2.24186 -4.14586 -0.05990
C 0.71257 -4.35754 0.05657
C 0.23218 -2.93394 0.34026
O 1.13160 -2.15216 -0.48447
C 0.61968 -2.52051 1.77488
C -0.27287 -1.36298 2.27291
O -0.89883 -1.52199 3.31584
O -0.35336 -0.33406 1.50792
H 2.71963 -2.91415 2.25530
H 3.20590 -2.14795 -0.35958
H 2.80561 -4.68017 0.70453
H 2.61164 -4.45578 -1.03743
H 0.42814 -5.04434 0.85288
H 0.29374 -4.72212 -0.88156
H -0.79445 -2.71501 0.05691
H 0.45309 -3.34290 2.46798
I 0.03042 -1.09497 -5.91878
C 1.10130 0.03508 -4.53345
C 1.15836 1.41350 -4.63812
C 1.85678 2.10739 -3.66276
C 2.46292 1.39425 -2.64306
N 2.37827 0.06700 -2.52477
C 1.69661 -0.59889 -3.45519
H 0.64345 1.93156 -5.43439
H 1.90706 3.18706 -3.67947
H 3.03065 1.90555 -1.87288
H 1.60479 -1.66864 -3.31141
N 0.67633 2.74372 -0.08130
C -0.33387 2.91565 0.46562
N -1.47567 3.14139 1.06145
C -1.54974 3.14175 2.53155
C -2.13207 1.83427 3.07306
C -3.17961 1.25063 2.11105
C -3.78991 2.33681 1.23031
C -2.72745 2.91633 0.30307
H -2.16788 3.99862 2.81127
H -0.54787 3.32274 2.91689
H -2.57486 2.04564 4.05036
H -1.34444 1.09638 3.21615
H -3.95561 0.73010 2.67308
H -2.68881 0.50455 1.48250
H -4.22836 3.12514 1.85119
H -4.59336 1.94202 0.60642
H -3.04981 3.85676 -0.14946
H -2.51421 2.21301 -0.50134
S -2.32385 2.06605 -3.64552
C -1.43669 1.11655 -2.65329
N -0.80139 0.43862 -1.94151

***

(2)
49
Properties=species:S:1:pos:R:3 method="wB97M-V/def2-TZVPD" smiles="CC[C@H](O)c1cc(Cl)c2c(c1Cl)C(=O)N(Cc1c(C)cc(C)[nH]c1=O)CC2" charge=0 lumo_ev=0.2 e_homo_ev=-8.315 total_energy_ha=-2030.88251
C 4.20447 -0.22272 3.45017
C 4.48638 0.68924 4.60416
C 3.90330 2.09734 4.40703
O 3.82718 2.94202 5.61021
C 2.50851 2.06633 3.72997
C 1.49974 1.55260 4.51218
C 0.28536 1.30072 3.97802
Cl -0.79420 0.33632 4.97379
C 0.15682 1.40470 2.59452
C 1.15700 1.81236 1.76774
C 2.33860 2.33794 2.41296
Cl 3.49477 3.12696 1.45770
C 0.99753 1.75441 0.27517
O 1.96799 1.47538 -0.39162
N -0.29378 1.74962 -0.29943
C -0.60890 1.85553 -1.66771
C -1.05229 0.47931 -2.33433
C -0.29369 -0.51846 -2.88101
C 1.20048 -0.48265 -2.79036
C -0.95076 -1.72128 -3.45396
C -2.30390 -1.76688 -3.60129
C -2.93136 -3.03216 -4.08469
N -3.12980 -0.73126 -3.16693
C -2.53149 0.32343 -2.53478
O -3.37985 1.16998 -2.25471
C -1.39124 1.95342 0.68868
C -1.19457 1.04972 1.88980
H 4.88364 -1.13068 3.56591
H 3.16234 -0.58239 3.45959
H 4.34407 0.24100 2.48821
H 5.55517 0.58486 4.75544
H 4.03240 0.26120 5.49933
H 4.78352 2.44577 3.90945
H 3.16441 3.62938 5.73156
H 1.75855 1.24900 5.53545
H -1.45549 2.56391 -1.76171
H 0.26666 2.32555 -2.16957
H 1.55960 -0.18627 -1.87655
H 1.70857 0.18433 -3.53731
H 1.75953 -1.36110 -2.93877
H -0.33372 -2.57683 -3.82511
H -3.50223 -3.40792 -3.24186
H -3.67323 -2.94519 -4.86462
H -2.14387 -3.86142 -4.22662
H -4.15192 -0.71318 -3.12375
H -2.35861 1.95517 0.19010
H -1.14300 2.89078 1.23790
H -1.39083 0.03515 1.68999
H -2.06820 1.32660 2.54133

***

(3)
47
Properties=species:S:1:pos:R:3 method="wB97M-V/def2-TZVPD" s_squared=6.015 charge=+2 lumo_ev="-6.7 / -10.7" e_homo_ev="-12.618 / -14.750" spin_multiplicity=5 total_energy_ha=-1810.36649
Ir -0.10154 -1.07139 1.35992
Cl 0.34183 0.70256 2.84925
P -0.07643 0.44320 -0.15667
C -1.46141 -0.31750 -1.07981
C -1.23361 -1.15926 -2.17965
C -2.33636 -1.66368 -2.86894
C -3.62467 -1.52039 -2.34790
C -3.83919 -0.73206 -1.21226
C -2.75197 -0.19978 -0.51882
C -0.36318 2.23797 -0.32264
C 0.43080 3.09942 0.45725
C 0.55527 4.43131 0.07313
C -0.46575 5.00130 -0.69241
C -1.47852 4.18876 -1.21551
C -1.38499 2.80273 -1.10961
C 1.57012 0.17932 -0.92783
C 2.56852 -0.47186 -0.18694
C 3.82055 -0.72121 -0.75697
C 4.07579 -0.31398 -2.07051
C 3.08564 0.35505 -2.79969
C 1.82953 0.59315 -2.24265
H 0.97276 2.70587 1.31932
H 1.41682 5.01559 0.41395
H -0.49750 6.08078 -0.82296
H -2.28500 4.63230 -1.79124
H -2.09891 2.15168 -1.60813
H -0.21834 -1.43717 -2.47503
H -2.18401 -2.16339 -3.82291
H -4.45936 -2.04777 -2.80818
H -4.85306 -0.54031 -0.85783
H -2.89556 0.29694 0.45336
H 2.33926 -0.81783 0.83645
H 4.60185 -1.19943 -0.15620
H 5.04119 -0.53389 -2.52621
H 3.28880 0.68030 -3.81997
H 1.06521 1.12520 -2.80598
H -0.56805 -2.21501 0.24511
H 0.56219 -2.03791 0.17244
C 0.49150 -1.86714 4.71790
C 0.09298 -2.86278 3.71356
N -0.18998 -4.13418 4.00902
O 0.02789 -2.62621 2.46096
H 0.83550 -2.36118 5.62056
H -0.35624 -1.21407 4.93707
H 1.29940 -1.25647 4.31243
H -0.40876 -4.79267 3.26887
H -0.18102 -4.44492 4.96289